Entry from the OMol25 dataset: a structure of composition C36H37NP2Ti in a non-equilibrium geometry (ωB97M-V/def2-TZVPD).

The geometry in XYZ format:
```
77
Properties=species:S:1:pos:R:3:mulliken_charge:R:1
Ti 0.228 -0.891 2.173 -0.488
C -1.548 0.650 -2.595 0.339
C -1.751 -0.671 -2.547 -0.681
C -1.170 -1.654 -3.516 -1.293
C 0.244 -1.354 -4.095 -1.234
C 1.223 -0.493 -3.351 -0.231
C 1.315 0.846 -3.347 -0.429
C 0.344 1.823 -3.925 -1.022
C -1.138 1.402 -3.825 -1.255
C 1.405 -0.098 3.814 -1.246
H -1.790 1.281 -1.742 0.324
H -2.521 -1.080 -1.880 1.271
H -1.843 -1.736 -4.380 0.526
H -1.164 -2.648 -3.054 0.191
H 0.753 -2.327 -4.166 0.438
H 0.123 -0.988 -5.126 0.302
H 2.059 -1.066 -2.922 0.873
H 2.267 1.314 -3.073 0.824
H 0.578 1.990 -4.991 0.367
H 0.481 2.798 -3.433 0.319
H -1.731 2.329 -3.847 0.479
H -1.391 0.815 -4.717 0.347
H 1.229 0.982 3.935 0.388
H 2.482 -0.309 3.820 0.431
H 0.943 -0.618 4.682 0.466
P -1.690 -0.631 0.791 1.350
P 1.789 0.357 1.022 1.404
C -0.301 -1.146 -0.233 -0.536
C 0.928 -0.487 -0.285 -1.367
C -2.675 -2.133 1.123 0.852
C -2.846 -3.100 0.125 -0.427
C -3.510 -4.279 0.435 -0.791
C -3.969 -4.519 1.731 -0.618
C -3.755 -3.567 2.737 -0.778
C -3.144 -2.354 2.430 -0.581
C -2.731 0.779 0.438 0.780
C -2.184 2.083 0.458 -0.296
C -3.032 3.183 0.486 -0.700
C -4.421 3.010 0.485 -0.629
C -4.962 1.722 0.430 -0.784
C -4.127 0.612 0.408 -0.537
C 3.206 -0.812 1.237 0.855
C 2.911 -2.092 1.721 0.093
C 3.960 -2.888 2.179 -0.796
C 5.275 -2.427 2.099 -0.681
C 5.554 -1.192 1.499 -0.643
C 4.522 -0.375 1.053 -0.536
C 2.381 2.026 0.781 0.796
C 2.443 2.957 1.838 -0.550
C 2.883 4.251 1.565 -0.683
C 3.191 4.631 0.255 -0.600
C 3.122 3.701 -0.789 -0.548
C 2.756 2.382 -0.516 -0.550
H -0.382 -2.103 -0.786 0.754
H 1.624 -0.771 -1.070 0.855
H -2.455 -2.915 -0.875 0.303
H -3.667 -5.028 -0.337 0.458
H -4.484 -5.445 1.973 0.429
H -4.074 -3.763 3.755 0.471
H -2.988 -1.579 3.188 0.453
H -1.100 2.217 0.458 0.485
H -2.598 4.181 0.512 0.458
H -5.072 3.885 0.520 0.418
H -6.043 1.592 0.409 0.454
H -4.551 -0.390 0.395 0.526
H 1.872 -2.491 1.730 -0.051
H 3.735 -3.853 2.620 0.452
H 6.085 -3.030 2.508 0.427
H 6.583 -0.859 1.392 0.452
H 4.717 0.584 0.568 0.455
H 2.158 2.662 2.848 0.314
H 2.960 4.968 2.380 0.450
H 3.483 5.660 0.037 0.428
H 3.337 3.984 -1.818 0.471
H 2.757 1.624 -1.298 0.468
N -1.891 0.708 4.146 -0.552
C -1.202 0.173 3.348 0.117
```

- relative energy (zero: lowest compared OMol25 entry of this formula, charge and spin) (kJ/mol) = 74.37
- orbital gap (eV) = 6.088
- electronic energy (a.u.) = -2980.1529
- molecular weight (g/mol) = 593.51
- LUMO level (Ha) = -0.2835
- 2S+1 = 1
- charge = +2